# 1
{
  "formula": "C8H24N2P2S3SbSc",
  "method": "the ωB97M-V functional and the def2-TZVPD basis",
  "species": ["Sc", "C", "P", "C", "C", "C", "P", "C", "C", "H", "H", "H", "H", "H", "H", "H", "H", "H", "H", "H", "H", "H", "H", "H", "H", "S", "Sb", "S", "S", "N", "C", "C", "N", "H", "H", "H", "H", "H", "H", "H", "H"],
  "positions_angstrom": [[-0.10, -0.08, -1.28], [-0.90, 3.67, -0.38], [-1.29, 1.99, 0.16], [-3.10, 1.97, 0.23], [-0.87, 1.96, 1.95], [-0.92, 0.51, 2.44], [0.23, -0.53, 1.48], [0.16, -2.16, 2.28], [1.85, 0.09, 2.07], [-1.38, 4.41, 0.27], [-1.26, 3.82, -1.40], [0.17, 3.86, -0.37], [-3.49, 2.74, 0.91], [-3.47, 1.00, 0.55], [-3.52, 2.13, -0.76], [-1.55, 2.59, 2.52], [0.13, 2.38, 2.08], [-1.93, 0.10, 2.34], [-0.66, 0.42, 3.50], [0.47, -2.09, 3.32], [0.81, -2.88, 1.78], [-0.85, -2.58, 2.26], [1.80, 0.31, 3.14], [2.18, 0.99, 1.55], [2.62, -0.68, 1.94], [-2.43, -0.20, -2.31], [-1.61, 1.12, -4.09], [0.64, 1.94, -2.63], [0.77, 0.26, -3.97], [-0.16, -2.43, -1.69], [1.16, -3.07, -1.50], [2.29, -2.18, -1.96], [2.22, -0.86, -1.28], [-0.90, -2.93, -1.20], [-0.47, -2.43, -2.66], [1.22, -4.03, -2.02], [1.27, -3.29, -0.44], [2.23, -2.01, -3.04], [3.24, -2.67, -1.77], [2.85, -0.18, -1.69], [2.55, -0.97, -0.32]],
  "lowdin_spin": [0.050, 0.001, 0.007, 0.002, 0.002, 0.000, 0.002, 0.000, 0.001, 0.000, 0.002, 0.001, 0.000, 0.000, 0.000, 0.000, 0.000, 0.000, 0.000, 0.000, 0.000, 0.000, 0.000, 0.001, 0.000, 0.091, 0.654, 0.153, 0.023, 0.001, 0.000, 0.000, 0.003, 0.000, 0.000, 0.000, 0.000, 0.000, 0.000, 0.002, 0.000],
  "orbital_gap_ev": [5.7, 7.7],
  "charge": 1,
  "relative_energy_kcal_mol": 18.7,
  "e_lumo_ha": [-0.107, -0.116],
  "spin_multiplicity": 2
}

# 2
{
  "formula": "C4H8N2",
  "method": "the ωB97M-V functional and the def2-TZVPD basis",
  "species": ["C", "C", "N", "C", "C", "N", "H", "H", "H", "H", "H", "H", "H", "H"],
  "positions_angstrom": [[2.08, 0.08, 0.01], [0.60, 0.42, 0.21], [-0.23, -0.37, -0.69], [-1.64, -0.07, -0.59], [-2.23, -0.27, 0.76], [-2.63, -0.44, 1.84], [2.56, 0.74, -0.72], [2.21, -0.94, -0.34], [2.63, 0.18, 0.95], [0.32, 0.29, 1.26], [0.42, 1.48, -0.03], [-0.08, -1.36, -0.49], [-2.20, -0.70, -1.29], [-1.81, 0.97, -0.88]],
  "lowdin_charge": [-0.091, -0.297, -0.094, -0.230, -0.210, 0.135, 0.069, 0.069, 0.071, 0.105, 0.116, 0.115, 0.120, 0.121],
  "orbital_gap_ev": 10.7,
  "relative_energy_kcal_mol": 13.3,
  "e_lumo_ha": 0.035,
  "smiles": "CCNCC#N"
}

# 3
{
  "formula": "H3N2O2P",
  "method": "the ωB97M-V functional and the def2-TZVPD basis",
  "species": ["N", "P", "N", "O", "O", "H", "H", "H"],
  "positions_angstrom": [[1.37, 0.08, -0.19], [0.05, -0.88, -0.41], [-1.23, 0.22, -0.08], [-1.14, 1.35, -0.59], [-2.23, -0.25, 0.43], [1.29, 0.95, 0.38], [2.26, -0.09, -0.62], [-0.37, -1.38, 1.08]],
  "lowdin_charge": [-0.249, 0.868, -0.681, -0.025, -0.032, 0.073, 0.026, 0.020],
  "orbital_gap_ev": 9.7,
  "relative_energy_kcal_mol": 85.5,
  "e_lumo_ha": -0.009,
  "smiles": "NP[N+](=O)[O-]"
}